1.
DFT (ωB97M-V with the def2-TZVPD basis set) results for a molecular structure, C32H22CaF12NO3S.

Lowest unoccupied orbital energy: 1.96 eV
HOMO: -0.126 Ha
Orbital gap: 5.4 eV
Net charge: -1

```
72
Properties=species:S:1:pos:R:3:forces:R:3:mulliken_charge:R:1
Ca -1.002262 -0.335143 0.240462 0.0 0.2 -0.3 1.593
C 2.064281 5.063781 -3.000423 0.0 -0.1 0.1 -1.623
C 1.464342 4.169701 -1.943670 0.1 0.0 0.0 0.555
C 2.148119 3.838621 -0.779015 0.0 0.0 0.0 -1.027
C 1.561530 3.018623 0.155766 0.0 -0.1 0.0 -0.069
C 0.263361 2.476620 0.015160 0.2 0.0 0.0 0.061
N -0.215561 1.621969 0.995002 -0.1 -0.2 0.2 0.197
C -0.042619 1.900759 2.327570 0.1 0.2 -0.1 -0.115
C 0.139962 3.246778 2.739793 0.0 0.0 -0.1 0.042
C 0.315548 3.634851 4.046779 0.0 0.0 0.0 -1.254
C 0.305838 2.693626 5.068316 0.0 0.1 0.0 0.369
C 0.511888 3.066186 6.515379 0.0 0.0 -0.1 -1.591
C 0.065561 1.381060 4.699866 0.0 0.0 0.0 -0.591
C -0.118667 0.937419 3.387208 0.0 -0.1 0.1 -0.049
C -0.515110 -0.561618 3.190301 0.2 -0.2 0.2 1.479
O -0.080093 -1.210063 2.085406 -0.4 0.6 -0.4 -1.189
C -2.073962 -0.587426 3.217513 -0.1 0.0 0.1 0.518
F -2.548621 0.097013 2.120818 0.0 -0.2 0.1 -0.193
F -2.585579 -1.828857 3.103858 0.0 0.0 0.0 -0.318
F -2.646118 -0.025568 4.285236 0.0 0.0 -0.1 -0.282
C -0.026516 -1.470494 4.385378 0.0 0.0 -0.1 0.234
F -0.665466 -1.306091 5.574088 0.0 0.0 0.0 -0.270
F 1.282352 -1.285478 4.614210 0.0 0.0 0.0 -0.259
F -0.189010 -2.769555 4.087831 0.0 0.0 0.0 -0.264
C -0.418554 2.767191 -1.201003 0.0 0.0 -0.1 -0.823
C 0.206090 3.618885 -2.118361 0.0 0.0 0.0 -0.643
C -1.835133 2.198368 -1.528272 -0.2 0.0 -0.1 2.030
O -2.046446 0.893733 -1.246511 0.4 0.0 0.4 -1.255
C -2.173492 2.308461 -3.060407 0.0 0.0 0.0 0.276
F -1.195113 1.751940 -3.804796 0.0 0.0 0.0 -0.245
F -3.293115 1.638787 -3.359728 0.0 0.0 0.0 -0.275
F -2.372179 3.560957 -3.544342 0.1 0.0 0.0 -0.283
C -2.873966 3.079650 -0.766134 0.1 0.0 0.0 0.490
F -2.711614 4.403182 -0.998487 0.0 0.0 0.0 -0.313
F -4.146373 2.787004 -1.103906 0.0 0.0 0.0 -0.298
F -2.772660 2.902106 0.554976 0.0 0.0 0.0 -0.164
H 2.963416 5.557331 -2.628639 0.0 0.0 0.0 0.385
H 1.357740 5.837105 -3.308757 0.0 0.0 0.0 0.348
H 2.338568 4.494825 -3.892781 0.0 0.0 0.0 0.283
H 3.149188 4.220880 -0.602640 0.0 0.0 0.0 0.317
H 2.104116 2.762510 1.057260 0.0 0.0 0.0 0.566
H 0.120508 4.006496 1.970218 0.0 0.0 0.0 0.496
H 0.447978 4.688763 4.273883 0.0 0.0 0.0 0.297
H 0.648399 4.143515 6.621259 0.0 0.0 0.0 0.372
H 1.395555 2.575616 6.931961 0.0 0.0 0.0 0.310
H -0.343573 2.773860 7.129464 0.0 0.0 0.0 0.328
H 0.010773 0.671383 5.511179 0.0 0.0 0.0 0.478
H -0.304550 3.891699 -3.028666 -0.1 0.0 0.0 0.475
O 0.292456 -1.727594 -1.220501 0.0 0.2 0.0 -0.516
S -0.149366 -3.145114 -1.063382 0.0 -0.7 -0.1 0.306
C 1.358436 -4.121925 -1.111526 0.1 0.1 0.1 0.683
C 1.323268 -5.508639 -1.121148 -0.1 0.0 0.0 -0.450
C 2.516221 -6.211072 -1.113385 0.0 0.0 0.0 -0.596
C 3.727070 -5.529158 -1.083199 0.0 0.0 0.0 -0.474
C 3.746477 -4.143046 -1.056441 0.0 -0.1 0.0 -0.628
C 2.555513 -3.429439 -1.064615 0.0 0.1 0.0 -0.393
C -0.803845 -3.632908 -2.659770 -0.1 0.1 0.0 0.385
C -0.566362 -2.807565 -3.744761 0.0 0.0 0.0 -0.421
C -1.100534 -3.152916 -4.977782 0.0 0.0 0.0 -0.685
C -1.862758 -4.305496 -5.109095 0.0 0.0 0.0 -0.396
C -2.113535 -5.110947 -4.004799 0.0 0.0 -0.1 -0.672
C -1.594578 -4.767740 -2.766548 0.0 0.0 0.1 -0.178
H 0.378808 -6.037466 -1.139221 0.0 0.0 0.0 0.228
H 2.502767 -7.293057 -1.125158 0.0 0.0 0.0 0.382
H 4.657049 -6.082631 -1.070993 0.0 0.0 0.0 0.371
H 4.689059 -3.613372 -1.019964 0.0 0.0 0.0 0.390
H 2.539327 -2.347945 -1.030380 0.0 0.0 0.0 0.501
H 0.003487 -1.897183 -3.607323 0.0 0.0 0.0 0.426
H -0.932839 -2.510675 -5.831986 0.0 0.0 0.0 0.403
H -2.282776 -4.566429 -6.071784 0.0 0.0 0.0 0.378
H -2.731676 -5.993469 -4.104744 0.0 0.0 0.0 0.369
H -1.820427 -5.365174 -1.891094 0.0 0.0 0.0 0.480
```
Forces are in eV/Å.

***

2.
DFT (ωB97M-V with the def2-TZVPD basis set) results for a molecular structure, C32H22ClIrN3O2S3.

Lowest unoccupied orbital energy (spin up / spin down): 2.05 / 0.10 eV
HOMO (spin up / spin down): -0.100 / -0.197 Ha
⟨S²⟩: 6.034
Orbital gap (spin up / spin down): 4.8 / 5.5 eV
Net charge: -1
Multiplicity: 5

```
64
Properties=species:S:1:pos:R:3:forces:R:3:mulliken_charge:R:1
Ir -0.635186 1.419670 1.010535 -0.1 -0.1 0.1 2.043
Cl -5.764406 -2.325202 -2.734076 0.0 0.0 0.0 -0.267
C -4.311426 -1.595763 -2.097936 0.0 0.0 0.0 0.191
C -3.253606 -2.407564 -1.688059 0.0 0.0 0.0 -0.822
C -2.109324 -1.838135 -1.182103 0.0 0.0 0.0 -0.040
C -1.967320 -0.436969 -1.053163 0.0 -0.1 0.0 -0.010
O -0.856100 0.027444 -0.556043 0.0 0.2 -0.1 -1.010
C -3.047669 0.366664 -1.491023 0.0 0.0 0.0 1.206
C -3.012712 1.828720 -1.493165 0.0 0.0 0.0 -0.570
O -2.110169 2.539479 -1.106592 0.0 0.0 0.0 -0.420
C -4.204501 -0.231880 -2.005607 0.0 0.0 0.0 -0.956
H -3.346033 -3.483436 -1.761792 0.0 0.0 0.0 0.432
H -1.284821 -2.454416 -0.844945 0.0 0.0 0.0 0.517
H -3.927298 2.292100 -1.918186 0.0 0.0 0.0 0.204
H -5.021150 0.400264 -2.334867 0.0 0.0 0.0 0.335
S 0.438484 -0.355380 2.287301 0.0 0.0 0.0 -0.402
C -0.923320 -1.434517 2.374287 0.0 0.0 0.0 0.550
C -0.709065 -2.796062 2.614412 0.0 0.0 0.0 -0.892
C -1.764281 -3.688510 2.685796 0.0 0.0 0.0 0.618
C -1.495003 -5.078824 2.926192 0.0 0.0 0.0 -0.165
N -1.261860 -6.186369 3.126380 0.0 0.0 0.0 -0.553
C -3.084370 -3.231134 2.522205 0.0 0.0 0.0 0.511
C -3.308511 -1.884226 2.291795 0.0 0.0 0.0 -1.017
C -2.248566 -0.984971 2.205568 0.0 0.0 0.0 0.710
S -2.578676 0.707529 1.928041 0.0 0.1 0.0 -0.599
C -4.192348 -4.140044 2.584709 0.0 0.0 0.0 -0.246
N -5.080403 -4.868469 2.634515 0.0 0.0 0.0 -0.560
H 0.302904 -3.157075 2.739941 0.0 0.0 0.0 0.505
H -4.320666 -1.526208 2.155372 0.0 0.0 0.0 0.531
C 2.550071 -2.416398 -1.340792 0.0 0.0 0.0 -2.155
C 3.711576 -1.519200 -1.773541 0.0 0.0 0.0 2.148
C 3.878304 -1.649643 -3.293509 0.0 0.0 0.0 -1.717
C 4.986581 -2.014543 -1.077376 0.0 0.0 0.0 -1.737
C 3.472218 -0.053394 -1.408931 0.0 0.0 0.0 0.172
C 4.435161 0.909146 -1.737459 0.0 0.0 0.0 -0.366
C 4.255299 2.250483 -1.418912 0.0 0.0 0.0 -1.224
C 3.104642 2.633210 -0.759230 0.0 0.0 0.0 0.677
S 2.619606 4.244468 -0.229368 0.0 0.0 0.0 -0.485
C 1.155646 3.578372 0.435720 0.0 0.0 0.0 0.622
N 1.048627 2.211034 0.230976 0.0 0.0 0.0 -0.530
C 2.128725 1.686157 -0.419763 0.0 0.0 0.0 -1.094
C 2.315736 0.344380 -0.754366 0.0 0.0 0.0 0.726
C 0.154002 4.207778 1.190326 0.0 0.0 0.0 0.798
C 0.119265 5.572530 1.525486 0.0 0.0 0.0 -1.060
C -0.929314 6.069475 2.286021 0.0 0.0 0.0 -0.523
C -1.945019 5.237348 2.729206 0.0 0.0 0.0 -0.924
C -1.915601 3.869998 2.401795 0.0 0.0 0.0 -0.227
C -0.895517 3.341388 1.645932 0.0 0.1 0.0 0.182
H 2.766932 -3.450351 -1.618393 0.0 0.0 0.0 0.485
H 1.616545 -2.124046 -1.825839 0.0 0.0 0.0 0.413
H 2.395207 -2.380953 -0.260561 0.0 0.0 0.0 0.417
H 4.049026 -2.694292 -3.566584 0.0 0.0 0.0 0.451
H 4.722944 -1.062336 -3.656142 0.0 0.0 0.0 0.339
H 2.980494 -1.301600 -3.807573 0.0 0.0 0.0 0.373
H 5.171383 -3.062817 -1.326525 0.0 0.0 0.0 0.443
H 4.887195 -1.930786 0.006487 0.0 0.0 0.0 0.374
H 5.859402 -1.434778 -1.380755 0.0 0.0 0.0 0.344
H 5.342077 0.615556 -2.251040 0.0 0.0 0.0 0.415
H 5.010052 2.981066 -1.682930 0.0 0.0 0.0 0.356
H 1.535026 -0.353469 -0.493945 0.0 0.0 0.0 0.111
H 0.911526 6.233194 1.191980 0.0 0.0 0.0 0.354
H -0.948471 7.123638 2.537556 0.0 0.0 0.0 0.359
H -2.757717 5.632388 3.325091 0.0 0.0 0.0 0.390
H -2.714226 3.230279 2.757466 0.0 0.0 0.0 0.267
```
Forces are in eV/Å.

***

Which energy relative to the best compared isomer or geometry (same formula, charge and spin) belongs to each record? In order, 0.00; 0.00 kcal per mole.